Entry 1:
C24H16BrClN5O6SW | ωB97M-V/def2-TZVPD

Output
HOMO energy	-17.44	eV
HOMO-LUMO gap	0.1972	hartree
molar mass	801.7	g/mol
DFT total energy	-140086.494	eV
net charge	+3
ΔE to the lowest compared entry with this formula, charge and spin	4.30	kcal per mole

Last column: Mulliken charge in e.
Positions of all 55 atoms, in Å:
1 W -0.018977 -0.241600 -0.420337  2.715
2 O 3.591685 0.001782 1.270662  -0.442
3 C 2.426357 -0.166985 1.225862  -0.037
4 O 1.584695 0.508179 0.344293  -0.651
5 C 1.597893 -1.094115 2.044726  0.933
6 C 1.907171 -1.684847 3.252445  -0.897
7 C 0.873122 -2.318744 3.943119  -0.431
8 C -0.434720 -2.267895 3.455512  -0.907
9 C -0.639796 -1.654197 2.237620  0.757
10 N 0.376983 -1.170528 1.539287  0.020
11 C -1.928748 -1.193631 1.652591  -0.015
12 O -3.023877 -1.437330 1.993059  -0.437
13 O -1.630261 -0.295889 0.603915  -0.474
14 H 2.907294 -1.606591 3.659332  0.597
15 H 1.072124 -2.783409 4.900365  0.513
16 H -1.276322 -2.637264 4.027573  0.602
17 N -0.657267 -4.358154 -1.031480  0.082
18 C -2.026550 -4.036358 -1.027357  0.533
19 C -3.143290 -4.852797 -1.072493  -1.169
20 C -4.364349 -4.203778 -1.093331  -0.646
21 C -4.452179 -2.804489 -1.082372  -0.935
22 C -3.329432 -1.999231 -1.037541  -0.360
23 C -2.097534 -2.645283 -0.988322  0.382
24 N -0.766814 -2.156120 -0.954560  1.024
25 C 0.034656 -3.239670 -0.998636  0.148
26 C 1.444889 -2.981611 -1.109118  -0.850
27 C 2.532140 -3.722289 -1.427588  -0.233
28 S 3.873438 -2.688519 -1.662528  -0.024
29 C 2.925755 -1.334785 -1.327481  -0.288
30 N 1.677675 -1.628569 -1.034816  0.634
31 H -0.272209 -5.290330 -1.110156  0.292
32 H -3.071079 -5.931971 -1.099706  0.501
33 H -5.272399 -4.789972 -1.129927  0.460
34 H -5.429550 -2.343528 -1.122752  0.491
35 H -3.412354 -0.924558 -1.048419  0.470
36 H 2.610882 -4.789797 -1.569197  0.482
37 H 3.315552 -0.327525 -1.352521  0.366
38 Cl -0.127216 -1.708257 -4.510886  -0.082
39 C -0.468231 0.039628 -4.311660  -0.645
40 C -0.376548 0.253388 -2.846461  0.636
41 O -1.352240 0.111181 -2.050795  -0.576
42 O 0.748358 0.414581 -2.238529  -0.642
43 H -1.469487 0.238867 -4.680165  0.393
44 H 0.298630 0.593846 -4.844257  0.392
45 Br -1.437171 6.389789 -0.521309  0.028
46 C -1.056808 4.593155 -0.427716  0.256
47 C -2.051215 3.669440 -0.107461  -0.907
48 C -1.737438 2.336530 -0.057349  -0.228
49 N -0.480201 1.880487 -0.288468  0.054
50 C 0.483587 2.783088 -0.607518  -0.194
51 C 0.234325 4.126535 -0.679501  -0.755
52 H -3.063010 3.986662 0.102088  0.513
53 H -2.493434 1.609126 0.184409  0.529
54 H 1.476315 2.404390 -0.782105  0.527
55 H 1.037966 4.807195 -0.922445  0.498

Forces on the atoms, in the same order (eV/Å):
W 0.332 -0.450 1.124
O -0.026 0.128 0.006
C 0.045 0.051 -0.134
O 0.068 -0.022 -0.011
C 0.017 -0.101 0.118
C 0.011 -0.028 0.071
C 0.013 0.004 0.000
C -0.011 -0.004 0.063
C 0.050 -0.015 0.137
N -0.061 0.130 -0.387
C -0.102 -0.020 -0.235
O -0.021 0.086 0.059
O 0.158 0.025 -0.150
H -0.006 -0.003 0.001
H -0.001 -0.004 0.001
H 0.008 -0.009 0.000
N -0.187 -0.054 -0.034
C 0.172 -0.126 -0.004
C -0.023 -0.015 -0.007
C -0.008 0.001 0.009
C 0.001 -0.032 -0.011
C 0.016 -0.025 -0.026
C 0.078 0.139 -0.161
N -0.031 0.164 0.304
C -0.066 0.006 -0.180
C -0.050 0.005 -0.049
C 0.045 -0.013 -0.033
S 0.078 -0.027 -0.060
C 0.020 -0.065 -0.060
N -0.161 0.129 0.239
H -0.008 -0.003 0.019
H 0.001 0.013 0.002
H 0.000 0.009 -0.008
H 0.006 0.007 0.012
H -0.036 -0.015 -0.017
H 0.025 0.011 0.014
H 0.017 -0.011 0.026
Cl -0.017 0.114 0.115
C 0.031 0.018 -0.145
C -0.016 -0.123 0.098
O -0.110 -0.083 -0.176
O -0.139 -0.153 -0.236
H 0.005 0.071 -0.034
H -0.056 0.082 -0.039
Br -0.039 0.170 0.000
C 0.006 -0.040 -0.002
C -0.021 -0.045 0.030
C 0.086 0.124 -0.029
N -0.025 -0.100 -0.238
C -0.080 0.093 0.110
C 0.027 -0.007 0.012
H 0.005 0.005 -0.007
H -0.012 -0.018 -0.031
H 0.000 0.023 -0.057
H -0.007 0.003 -0.007

Entry 2:
C24H16Cl5N4O6PmS2 | ωB97M-V/def2-TZVPD

Output
multiplicity	5
HOMO energy (alpha / beta)	-13.36 / -13.38	eV
HOMO-LUMO gap (alpha / beta)	0.2595 / 0.2599	hartree
molar mass	842.8	g/mol
DFT total energy	-144222.578	eV
net charge	+2
ΔE to the lowest compared entry with this formula, charge and spin	0.00	kcal per mole

Last column: Mulliken charge in e.
Positions of all 58 atoms, in Å:
1 Pm -0.000017 -0.833334 0.464017  0.939
2 O 0.515105 -0.575877 -4.180286  -0.435
3 C 0.566020 -0.497730 -2.870752  0.224
4 O 0.295310 -1.409752 -2.113397  -0.507
5 C 1.049992 0.824462 -2.352440  0.445
6 C 1.286089 1.949351 -3.119486  -0.792
7 C 1.773108 3.077442 -2.472280  -0.995
8 C 2.026861 3.032181 -1.108130  -0.780
9 C 1.758676 1.856206 -0.427968  1.300
10 N 1.268183 0.791326 -1.045741  0.737
11 C 2.036121 1.574877 1.036002  0.002
12 O 2.491527 2.517451 1.819005  -0.473
13 O 1.881379 0.446147 1.461016  -0.403
14 H 0.206367 -1.457439 -4.454255  0.436
15 H 1.103714 1.940032 -4.185016  0.664
16 H 1.973360 3.982401 -3.030490  0.484
17 H 2.436967 3.902208 -0.611146  0.408
18 H 2.498341 3.395970 1.412271  0.335
19 Cl -5.870316 3.651938 2.416585  -0.178
20 C -4.384829 2.869032 2.021195  0.009
21 C -3.209741 3.629137 1.931173  -0.594
22 C -2.015403 3.032578 1.615555  0.383
23 Cl -0.595315 4.018718 1.472891  -0.171
24 C -1.903386 1.642165 1.386129  -0.325
25 O -0.749101 1.098650 1.123214  -0.208
26 C -3.114487 0.904472 1.450643  1.846
27 C -3.179241 -0.493278 1.167880  -0.390
28 O -2.242762 -1.233261 0.824051  -0.447
29 C -4.337753 1.529705 1.779104  -1.289
30 H -3.251983 4.696335 2.107836  0.493
31 H -4.174109 -0.948923 1.251099  0.368
32 H -5.244813 0.936730 1.828077  0.429
33 C -1.843272 -1.026461 4.060882  -1.143
34 C -0.972245 -2.160216 3.631021  0.660
35 N -0.099737 -2.120157 2.651053  -0.132
36 C 0.610382 -3.309981 2.565438  -0.064
37 C 0.217231 -4.268120 3.434437  -0.553
38 S -1.018085 -3.662346 4.438551  -0.153
39 C 1.757014 -3.391934 1.657241  0.188
40 C 2.835855 -4.187386 1.842209  -0.485
41 S 3.970090 -3.920323 0.602376  -0.136
42 C 2.953659 -2.757215 -0.108680  0.472
43 N 1.826619 -2.568982 0.543156  -0.108
44 C 3.361186 -2.053727 -1.361173  -0.745
45 H -2.853605 -1.133281 3.665693  0.326
46 H -1.425933 -0.079966 3.721373  0.078
47 H -1.926067 -1.001063 5.146198  0.560
48 H 0.595292 -5.272267 3.545483  0.487
49 H 3.030809 -4.873018 2.651564  0.470
50 H 4.407183 -2.245148 -1.590757  0.524
51 H 3.223295 -0.979077 -1.251467  -0.007
52 H 2.760065 -2.406017 -2.199320  0.190
53 Cl -2.927986 2.227611 -4.173242  -0.075
54 C -3.669870 1.246778 -2.911155  0.722
55 Cl -4.537006 -0.116592 -3.598542  -0.061
56 Cl -4.725480 2.223500 -1.899068  -0.048
57 C -2.588084 0.721335 -2.059367  -0.302
58 N -1.731512 0.334613 -1.406339  -0.183

Forces on the atoms, in the same order (eV/Å):
Pm 0.225 -0.149 -0.792
O -0.090 0.023 -0.007
C 0.144 -0.018 0.020
O -0.031 -0.086 0.092
C 0.018 -0.116 -0.017
C 0.037 0.065 -0.109
C 0.012 0.042 -0.023
C 0.036 0.063 0.006
C 0.097 0.025 0.107
N 0.079 0.080 0.044
C 0.015 0.053 -0.102
O 0.010 0.067 0.008
O 0.022 0.011 0.002
H 0.012 0.040 0.019
H 0.007 0.002 0.011
H -0.008 -0.016 0.006
H -0.016 -0.004 -0.024
H 0.008 -0.080 0.018
Cl 0.028 -0.013 -0.011
C 0.009 0.220 0.035
C -0.102 0.041 0.007
C 0.089 0.006 -0.048
Cl -0.022 -0.051 0.011
C 0.120 0.091 -0.071
O -0.601 0.569 0.566
C -0.058 -0.001 -0.006
C -0.085 -0.051 -0.065
O -0.370 -0.093 0.187
C -0.063 -0.210 -0.041
H 0.028 -0.017 -0.007
H -0.013 -0.027 0.017
H 0.051 0.022 0.000
C 0.023 -0.025 -0.054
C -0.078 -0.048 0.065
N 0.251 -0.144 0.067
C 0.029 0.149 -0.104
C -0.058 -0.129 0.136
S -0.039 0.022 0.099
C -0.063 0.051 -0.052
C 0.147 -0.124 0.030
S 0.047 -0.061 -0.062
C 0.042 -0.008 0.031
N 0.250 -0.324 0.144
C -0.039 -0.029 0.025
H -0.014 -0.030 0.003
H 0.014 0.000 -0.023
H 0.030 0.017 0.005
H -0.003 0.050 -0.017
H -0.019 0.033 -0.034
H 0.001 0.004 0.011
H 0.001 0.023 0.006
H -0.001 -0.001 -0.004
Cl 0.076 0.056 -0.088
C 0.065 -0.036 0.129
Cl -0.052 -0.114 -0.052
Cl -0.070 0.081 0.107
C -0.043 0.141 -0.118
N -0.086 -0.037 -0.084